(1)
The following is a DFT calculation (ωB97M-V with the def2-TZVPD basis set) of 13 unconnected molecules or ions with the total composition H26O13.

```
39
Properties=species:S:1:pos:R:3:forces:R:3:nbo_charge:R:1
O 3.02340 1.05779 -0.84528 0.4 -0.1 0.5 -1.004
H 3.10405 0.09668 -0.68241 -0.3 -0.1 -0.2 0.518
H 3.84428 1.44836 -0.52034 -0.1 0.0 -0.2 0.484
O -3.62953 -3.39541 -0.65521 0.1 0.0 -0.2 -0.948
H -3.15516 -3.98524 -0.06105 0.0 0.0 -0.1 0.458
H -3.13296 -2.56156 -0.61987 -0.3 -0.2 0.1 0.487
O 1.41925 0.42007 2.00135 -0.2 0.4 0.0 -1.006
H 1.12423 1.34913 2.10531 0.0 0.1 -0.1 0.517
H 2.37583 0.48020 1.92760 0.0 -0.1 0.0 0.488
O 1.10658 -3.05319 1.15569 -0.1 -0.1 0.4 -0.979
H 0.49447 -2.74260 1.85298 0.3 0.2 -0.3 0.501
H 1.74195 -3.62308 1.60523 -0.1 0.0 -0.1 0.478
O 0.43779 3.01233 1.73089 0.3 -0.2 -0.2 -0.988
H 0.70114 3.10943 0.79692 -0.3 0.3 0.1 0.507
H 0.32327 3.91385 2.04577 0.0 -0.1 0.0 0.490
O -0.32300 -0.19271 -0.62901 0.2 -0.1 0.2 -0.967
H 0.28573 0.20863 0.01707 -0.2 -0.2 -0.2 0.489
H -0.75513 -0.90005 -0.13386 -0.1 0.1 -0.1 0.472
O 1.13806 3.35778 -1.04227 0.3 -0.6 0.5 -0.977
H 1.56535 2.48667 -0.90707 -0.2 0.4 -0.4 0.493
H 1.62651 3.73834 -1.77871 -0.1 0.0 0.0 0.489
O 2.32595 -1.66662 -0.96570 0.2 0.1 0.3 -0.991
H 1.96517 -1.95566 -0.10387 0.0 -0.1 -0.3 0.506
H 1.54448 -1.59786 -1.52553 0.0 0.1 0.1 0.485
O -3.30124 1.23519 -0.28909 0.2 -0.2 0.1 -0.970
H -2.56140 1.39825 -0.89333 -0.1 0.1 0.0 0.486
H -2.99552 0.53825 0.31101 -0.1 0.1 -0.2 0.476
O -2.89894 -1.43479 1.16673 0.6 -0.2 0.2 -0.983
H -3.56929 -2.03722 1.51005 -0.1 0.1 -0.2 0.487
H -2.06367 -1.71319 1.59219 -0.5 0.4 0.2 0.491
O 1.19387 1.05869 -2.98917 -0.1 -0.2 -0.3 -0.961
H 0.65122 0.28355 -3.17172 0.0 0.1 0.0 0.469
H 1.84240 0.75072 -2.34578 0.1 0.2 0.0 0.488
O -0.53963 -1.38787 2.72127 0.1 -0.1 0.3 -0.995
H -0.44061 -1.65385 3.64366 -0.2 0.1 -0.1 0.487
H -0.03368 -0.55358 2.63688 0.1 -0.4 -0.1 0.523
O -1.75290 1.78290 -2.92309 0.2 0.0 0.1 -0.955
H -1.88493 0.82888 -2.94687 0.0 0.1 0.0 0.464
H -0.79741 1.89880 -2.79138 -0.2 0.0 0.1 0.493
```
Forces are in eV/Å.

## Properties
M in Da: 234.20
Total charge: 0
HOMO in Eh: -0.36794
Orbital gap in Ha: 0.3571
ΔE to the lowest compared entry with this formula, charge and spin in kJ/mol: 85.3

=====

(2)
The following is a DFT calculation (ωB97M-V with the def2-TZVPD basis set) of a molecular structure, C12H24CdF12O12P2.

```
63
Properties=species:S:1:pos:R:3:forces:R:3:nbo_charge:R:1
Cd -10.97530 -16.28739 7.63733 -0.2 0.3 -2.3 1.812
P -14.37630 -16.57012 6.47359 -0.3 -2.1 -0.8 2.610
F -14.98804 -15.24149 5.79805 0.1 -0.5 0.9 -0.568
F -13.53815 -16.85055 5.13465 -0.1 -0.5 -0.7 -0.593
F -13.02419 -15.80006 6.94650 -0.6 1.7 0.8 -0.633
F -13.71985 -17.90102 7.19669 0.0 -0.1 -0.2 -0.616
F -15.09812 -16.29779 7.90491 -0.1 0.6 -0.6 -0.589
F -15.54737 -17.53673 5.92332 -0.2 0.9 0.4 -0.576
P -9.23692 -15.78621 5.15091 0.6 -1.4 -2.4 2.602
F -9.03467 -17.11356 6.05544 0.4 -0.6 1.0 -0.612
F -9.11987 -14.93743 6.48788 0.4 1.0 0.5 -0.595
F -7.67239 -15.79696 4.83263 0.4 1.3 0.7 -0.577
F -9.53113 -14.42543 4.30280 0.3 -1.1 0.4 -0.574
F -9.36084 -16.77764 3.89966 -1.0 0.4 -0.9 -0.583
F -10.84482 -15.99538 5.42812 -0.3 0.8 -0.5 -0.608
C -7.20587 -14.47576 9.29836 -1.0 1.2 -0.9 -0.264
O -7.39843 -15.65885 10.03486 -1.3 -1.9 0.4 -0.507
C -8.47937 -16.43400 9.73338 -0.5 1.8 -1.3 1.052
O -9.29795 -16.20842 8.82115 4.3 -0.3 3.6 -0.729
O -8.63406 -17.45414 10.54363 -0.6 -0.2 0.3 -0.490
C -7.72620 -17.75847 11.59819 1.9 -0.7 0.1 -0.276
H -6.44606 -13.85131 9.76830 0.3 -0.7 -0.1 0.207
H -8.11257 -13.87324 9.35276 -0.2 -0.1 -0.1 0.192
H -7.05410 -14.71410 8.24562 0.4 0.2 0.1 0.221
H -8.14242 -18.33074 12.42726 -1.0 0.5 -0.3 0.208
H -7.13210 -16.92063 11.96310 -0.6 0.2 -0.1 0.216
H -6.99130 -18.46176 11.20653 0.1 0.0 -0.3 0.198
C -13.56285 -18.68980 10.83199 -0.5 -0.6 -1.0 -0.262
O -12.52639 -17.86354 11.33641 1.0 0.6 0.4 -0.518
C -11.94668 -16.93715 10.57150 -0.5 0.7 -0.4 1.042
O -11.97577 -16.83860 9.35582 -1.6 -1.5 3.3 -0.708
O -11.33786 -15.98204 11.26637 0.5 0.6 0.3 -0.501
C -11.34624 -16.00406 12.71722 -0.7 -1.6 -0.2 -0.260
H -13.82952 -19.44683 11.56949 0.1 0.6 0.4 0.205
H -13.23747 -19.27677 9.97309 0.0 0.4 -0.3 0.208
H -14.40359 -18.04657 10.57216 -0.1 -0.3 -0.1 0.215
H -10.99004 -15.10017 13.21139 0.1 0.1 -0.9 0.215
H -10.75176 -16.87711 12.98641 0.1 0.2 0.4 0.189
H -12.37439 -16.21746 13.00954 0.1 0.2 0.3 0.202
C -10.48583 -20.14894 9.33615 0.5 -0.2 -0.2 -0.251
O -10.99301 -20.45007 8.03243 0.1 -0.2 0.5 -0.491
C -11.05001 -19.54271 7.06544 -0.6 2.1 0.6 1.053
O -11.06818 -18.31301 7.24288 0.4 -4.1 -0.6 -0.771
O -11.16363 -20.18389 5.95075 -0.8 0.1 -1.9 -0.468
C -11.54945 -19.46471 4.70118 0.4 0.8 0.1 -0.283
H -11.11133 -19.51812 9.96776 -0.1 0.1 -0.5 0.177
H -9.48763 -19.72212 9.23856 -0.1 0.2 0.1 0.193
H -10.40150 -21.12298 9.81805 0.0 0.1 -0.1 0.202
H -12.45279 -18.85776 4.76199 0.0 -0.2 0.9 0.238
H -11.73005 -20.16102 3.88226 0.5 -0.5 0.6 0.203
H -10.74873 -18.77040 4.44649 0.1 -0.2 0.0 0.223
C -10.41962 -12.00790 6.52929 -0.2 0.0 -0.1 -0.261
O -11.63170 -12.04900 7.32863 0.2 -1.1 0.8 -0.476
C -11.87947 -13.14140 8.07592 -1.3 -0.7 0.1 1.055
O -11.26779 -14.23725 8.07944 -1.5 4.7 0.7 -0.767
O -13.01350 -12.80851 8.79979 1.1 -1.6 -0.9 -0.503
C -13.72212 -13.75150 9.71354 1.6 0.7 0.3 -0.258
H -9.60910 -12.39286 7.14814 0.1 -0.2 -0.6 0.195
H -10.21654 -10.97505 6.24630 -0.3 0.2 0.6 0.199
H -10.59007 -12.48872 5.56604 0.2 -0.7 0.4 0.225
H -14.02849 -14.73581 9.35947 0.0 0.4 -0.9 0.229
H -14.54181 -13.14171 10.09349 0.0 -0.3 -0.3 0.208
H -13.01841 -13.93116 10.52633 -0.1 0.0 0.2 0.173
```
Forces are in eV/Å.

## Properties
M in Da: 762.65
Total charge: 0
HOMO in Eh: -0.41375
Orbital gap in Ha: 0.4051
ΔE to the lowest compared entry with this formula, charge and spin in kJ/mol: 262.5

=====

(3)
The following is a DFT calculation (ωB97M-V with the def2-TZVPD basis set) of a molecular structure, C21H20BCl2N10S2V.

```
57
Properties=species:S:1:pos:R:3:forces:R:3:lowdin_spin:R:1
V 0.57814 -0.48453 -0.01866 -0.6 0.2 -0.2 1.918
N -0.91006 -0.74469 -3.99259 0.1 0.0 -0.2 -0.001
C -0.45958 -0.23057 -2.84357 0.0 0.2 0.3 0.001
S 1.17994 -0.62201 -2.34196 -0.1 0.0 -0.2 -0.007
N -1.26351 0.56460 -2.17678 0.1 -0.1 -0.1 -0.005
N -0.71138 0.90553 -0.98673 0.2 -0.2 -0.2 -0.026
C -1.11380 1.95192 -0.36385 -0.1 0.0 0.0 0.031
C -2.24517 2.79231 -0.80843 0.1 0.1 0.1 0.002
C -2.06413 4.15333 -1.04025 0.0 0.0 0.0 0.003
C -3.13093 4.93638 -1.45529 0.0 0.0 0.0 0.000
C -4.38283 4.36329 -1.62648 0.0 0.0 0.0 0.002
C -4.56473 3.00579 -1.39460 0.0 0.0 0.0 0.000
C -3.49936 2.21786 -0.99368 0.0 0.0 0.0 0.003
C -0.27220 2.27007 0.80091 0.0 -0.1 0.0 0.006
C -0.50855 3.31903 1.67446 -0.1 0.1 -0.1 0.003
C 0.41544 3.58996 2.66687 0.1 0.0 0.0 0.007
C 1.56416 2.81959 2.74629 -0.1 0.1 0.0 0.003
C 1.70749 1.76166 1.86888 0.0 0.1 0.0 0.007
N 0.80093 1.46843 0.93612 0.2 -0.1 0.1 0.001
H -0.35415 -1.41703 -4.48676 0.0 0.0 0.0 0.000
H -1.87019 -0.59114 -4.24944 0.0 0.0 0.0 0.000
H -1.08193 4.59279 -0.91231 0.0 0.0 0.0 0.000
H -2.98386 5.99112 -1.64684 0.0 0.0 0.0 0.000
H -5.21740 4.97447 -1.94432 0.0 0.0 0.0 0.000
H -5.53986 2.55792 -1.53242 0.0 0.0 0.0 0.000
H -3.62858 1.15569 -0.82972 0.0 0.0 0.0 0.000
H -1.40720 3.90841 1.56057 0.0 0.0 0.0 0.000
H 0.25013 4.40053 3.36394 0.0 0.0 0.0 0.000
H 2.32590 3.01577 3.48654 0.0 0.0 0.0 0.000
H 2.57724 1.12639 1.92312 0.0 -0.1 0.0 0.000
Cl 2.95214 -1.18450 0.38583 0.2 0.2 -0.2 0.009
C 3.12064 -1.25324 2.12083 0.1 0.0 0.4 0.004
C 4.40191 -1.28763 2.64115 0.1 0.0 -0.2 0.000
C 4.56838 -1.31643 4.01276 0.0 0.0 0.0 0.002
C 3.45287 -1.30046 4.83450 0.0 0.0 0.1 -0.001
C 2.18276 -1.26589 4.28749 0.0 0.0 -0.1 0.001
Cl 0.83117 -1.23846 5.36660 0.0 0.0 0.0 0.000
C 1.96196 -1.24897 2.89832 -0.2 0.0 0.0 0.002
S 0.35185 -1.27725 2.22428 0.2 -0.2 0.1 0.005
H 5.25464 -1.29154 1.97548 0.0 0.0 0.0 0.000
H 5.56129 -1.34671 4.43863 0.0 0.0 0.0 0.000
H 3.55755 -1.31411 5.91052 0.0 0.0 0.0 0.000
N 3.04588 -4.47223 -3.60331 0.0 -0.1 0.0 0.000
N 2.05757 -4.12547 -2.69495 0.0 0.1 0.1 0.000
N 0.78903 -4.34057 -2.92357 -0.1 -0.1 0.0 0.000
C 0.25644 -3.94630 -1.76959 0.0 0.0 0.1 0.001
N 1.18406 -3.51374 -0.90634 0.0 -0.1 -0.1 0.001
N 2.34159 -3.64418 -1.52331 0.0 0.0 0.0 0.000
H 2.65162 -4.34547 -4.52779 0.0 0.0 0.0 0.000
H 3.81885 -3.83432 -3.45371 0.0 0.0 0.0 0.000
H -0.80176 -3.96818 -1.57028 0.0 0.0 0.0 0.000
B -3.39559 -2.98885 -0.68309 -0.2 -0.2 0.0 0.005
C -2.11722 -2.16774 -0.33632 0.1 0.2 -0.1 0.024
N -1.16022 -1.54521 -0.15584 0.1 0.1 0.2 -0.006
H -4.19686 -2.20854 -1.15778 0.1 0.0 0.0 0.001
H -3.06644 -3.82128 -1.51049 0.0 0.1 0.1 0.001
H -3.79406 -3.50560 0.33695 0.0 0.0 -0.1 0.002
```
Forces are in eV/Å.

## Properties
M in Da: 609.26
Total charge: 0
HOMO (alpha / beta) in Eh: -0.29094 / -0.29677
2S+1: 3
Orbital gap (alpha / beta) in Ha: 0.2589 / 0.2536
ΔE to the lowest compared entry with this formula, charge and spin in kJ/mol: 77.2

=====

(4)
The following is a DFT calculation (ωB97M-V with the def2-TZVPD basis set) of a gas-phase ion, C2H2NO2S (charge -1).

```
8
Properties=species:S:1:pos:R:3:forces:R:3:lowdin_spin:R:1
C 0.24780 -0.92620 -0.11857 -0.2 -1.8 0.0 0.596
C -0.79180 -0.57053 0.58157 -0.3 -0.2 0.2 0.085
N 1.30944 0.90585 -0.67780 -0.3 0.9 1.3 0.616
O 1.01999 1.21174 -1.83829 -0.1 0.4 -1.0 0.519
O -1.03951 0.71813 0.95090 0.3 0.5 -0.2 0.057
S 0.31460 1.73831 0.65637 0.5 0.8 0.0 0.057
H 0.53824 -1.87219 -0.52402 0.0 -0.4 0.0 0.042
H -1.59876 -1.20512 0.96984 0.1 -0.1 -0.2 0.027
```
Forces are in eV/Å.

## Properties
M in Da: 104.11
Total charge: -1
HOMO (alpha / beta) in Eh: -0.04353 / -0.11025
2S+1: 3
Orbital gap (alpha / beta) in Ha: 0.1942 / 0.2539
ΔE to the lowest compared entry with this formula, charge and spin in kJ/mol: 253.4

=====

(5)
The following is a DFT calculation (ωB97M-V with the def2-TZVPD basis set) of a molecular structure, C16H28NO5SSbV.

```
53
Properties=species:S:1:pos:R:3:forces:R:3:lowdin_spin:R:1
V 0.32228 0.46597 0.26076 -0.1 -0.7 -0.5 1.998
O 0.11609 1.69961 4.17967 -0.1 0.0 0.0 0.009
C 0.24053 1.54878 2.91146 0.0 -0.1 0.2 0.012
O 0.01426 0.49701 2.28651 0.1 0.1 -0.1 0.001
C 0.73231 2.72882 2.14725 0.1 0.2 -0.1 0.010
C 1.11382 3.97206 2.62606 0.0 0.0 0.0 -0.001
C 1.61879 4.88452 1.70263 0.0 0.0 0.0 0.016
C 1.75259 4.53321 0.35976 0.0 -0.1 0.0 0.000
C 1.34354 3.26536 -0.02466 0.0 0.1 0.2 0.010
N 0.83170 2.41205 0.86001 0.0 0.0 0.0 -0.008
C 1.42455 2.58586 -1.35658 0.1 0.1 -0.1 0.011
O 1.88912 3.14080 -2.41936 0.0 -0.1 -0.1 0.009
O 1.03408 1.40860 -1.40960 0.0 0.0 0.3 -0.003
H -0.19098 0.90086 4.65120 0.0 0.0 0.0 0.000
H 1.03250 4.21893 3.67663 0.0 0.0 0.0 0.000
H 1.92918 5.86790 2.03235 0.0 0.0 0.0 0.001
H 2.17419 5.24487 -0.33908 0.0 0.0 0.0 0.000
H 2.18954 4.06039 -2.33263 0.0 0.0 0.0 0.000
C -2.48935 0.81237 -2.54779 0.0 0.0 0.0 -0.009
Sb -2.27537 0.91712 -0.44518 -0.1 0.0 0.0 -0.050
C -3.14875 2.76962 0.09203 0.0 0.0 0.0 -0.010
C -3.57293 -0.57161 0.32590 0.0 0.0 0.0 -0.009
H -3.54784 0.69533 -2.77597 0.0 0.0 0.0 -0.002
H -1.93598 -0.03495 -2.94697 0.0 0.0 0.0 0.000
H -2.12326 1.73025 -3.00372 0.0 0.0 0.0 0.000
H -4.15439 2.79944 -0.32566 0.0 0.0 0.0 -0.002
H -2.57291 3.59891 -0.31466 0.0 0.0 0.0 0.000
H -3.21338 2.86340 1.17454 0.0 0.0 0.0 0.000
H -4.55043 -0.12290 0.49493 0.0 0.0 0.0 -0.001
H -3.19595 -0.98145 1.25981 0.0 0.0 0.0 0.000
H -3.66180 -1.36772 -0.41096 0.0 0.0 0.0 0.000
C -1.97539 -3.97139 -1.50243 0.0 0.0 0.0 0.000
C -0.63967 -4.69626 -1.41320 0.0 0.0 0.0 0.000
C 0.38194 -3.94420 -0.56681 0.0 0.1 0.0 -0.003
S 0.80312 -2.36894 -1.38026 0.2 -0.2 0.0 0.000
O 0.16520 -1.28368 -0.43808 -0.2 0.6 0.2 0.016
C 2.59160 -2.16500 -1.13562 0.0 0.0 0.0 0.004
C 3.01240 -1.52495 0.17985 -0.1 0.0 0.0 0.001
C 2.70268 -2.32183 1.43859 0.0 0.0 0.0 0.001
H -2.67691 -4.53400 -2.11479 0.0 0.0 0.0 0.000
H -1.86882 -2.98352 -1.96531 0.0 0.0 0.0 0.000
H -2.41927 -3.84754 -0.51254 0.0 0.0 0.0 0.000
H -0.22992 -4.88655 -2.40737 0.0 0.0 0.0 0.000
H -0.76948 -5.67504 -0.94813 0.0 0.0 0.0 0.000
H 1.31065 -4.49654 -0.42808 0.0 0.0 0.0 0.000
H -0.01639 -3.66466 0.41008 0.0 0.0 0.0 0.000
H 2.91513 -1.56882 -1.99010 0.0 0.0 0.0 0.000
H 3.00923 -3.16711 -1.25898 0.0 0.0 0.0 0.000
H 2.58403 -0.50364 0.24318 0.0 0.0 0.0 0.001
H 4.08752 -1.35170 0.10010 0.0 0.0 0.0 0.000
H 1.63090 -2.43014 1.60911 0.0 0.0 0.0 0.000
H 3.13522 -1.83924 2.31368 0.0 0.0 0.0 0.000
H 3.14053 -3.31869 1.37843 0.0 0.0 0.0 0.000
```
Forces are in eV/Å.

## Properties
M in Da: 519.17
Total charge: +3
HOMO (alpha / beta) in Eh: -0.68777 / -0.67577
2S+1: 3
Orbital gap (alpha / beta) in Ha: 0.2945 / 0.2758
ΔE to the lowest compared entry with this formula, charge and spin in kJ/mol: 9.8